# 1
Computed, not measured: 11 unconnected molecules or ions with the total composition C4H31NO10 in a non-equilibrium geometry, with the ωB97M-V functional and the def2-TZVPD basis.

XYZ file:
```
46
Properties=species:S:1:pos:R:3:nbo_charge:R:1
C -1.499 -2.044 -0.555 -0.620
C -0.814 -1.730 0.765 -0.228
N -0.727 -0.275 0.947 -0.665
C 0.141 0.040 2.117 -0.218
C 1.376 0.793 1.633 -0.620
H -2.536 -1.723 -0.628 0.213
H -1.387 -3.107 -0.765 0.206
H -1.029 -1.513 -1.397 0.198
H -1.567 -2.006 1.485 0.184
H 0.143 -2.230 0.861 0.198
H -0.299 0.077 0.096 0.362
H -0.439 0.746 2.718 0.173
H 0.391 -0.807 2.751 0.191
H 1.989 0.289 0.905 0.211
H 1.058 1.746 1.216 0.206
H 1.929 1.056 2.540 0.207
O 0.242 0.361 -2.229 -0.998
H 0.162 0.585 -3.160 0.467
H 0.780 1.080 -1.818 0.527
O 1.933 -3.184 2.508 -0.931
H 2.012 -2.544 3.223 0.468
H 2.805 -3.111 2.110 0.467
O -3.072 0.944 2.308 -0.986
H -2.213 0.591 2.029 0.513
H -3.801 0.324 2.276 0.485
O 1.017 -1.526 -4.059 -0.941
H 0.288 -1.592 -3.435 0.483
H 1.345 -0.626 -3.910 0.473
O 3.594 -1.021 0.568 -0.950
H 3.064 -0.675 -0.165 0.481
H 3.746 -1.951 0.349 0.474
O -0.605 3.572 0.510 -1.008
H -1.575 3.340 0.430 0.511
H -0.478 3.700 1.454 0.477
O 1.284 2.647 -1.139 -1.012
H 0.582 2.982 -0.525 0.518
H 2.077 3.095 -0.831 0.482
O -3.129 2.915 0.422 -0.991
H -2.942 2.430 -0.418 0.497
H -3.298 2.157 1.024 0.503
O 2.155 -2.559 -1.742 -0.979
H 1.975 -2.487 -2.699 0.495
H 1.637 -3.321 -1.461 0.469
O -2.401 1.476 -1.820 -0.964
H -1.545 1.017 -1.914 0.500
H -2.373 2.070 -2.574 0.472
```

* orbital gap: 9.27 eV
* highest occupied orbital energy: -9.16 eV
* energy above the lowest of the compared OMol25 structures with the same formula, charge and spin: 38.03 kcal/mol
* total charge: 0

# 2
Computed, not measured: 12 unconnected molecules or ions with the total composition C4H31NO13S in a non-equilibrium geometry, with the ωB97M-V functional and the def2-TZVPD basis.

XYZ file:
```
50
Properties=species:S:1:pos:R:3:nbo_charge:R:1
O -0.522 0.178 2.359 -0.772
C -0.028 0.109 1.201 0.716
C -0.920 -0.093 0.008 -0.559
C -1.529 -1.511 -0.028 -0.529
S -2.739 -1.767 -1.327 -0.011
N 1.317 0.038 1.168 -0.602
C 2.075 -0.318 -0.054 0.090
O 3.171 0.583 -0.207 -0.740
H -0.504 0.038 -1.019 0.241
H -1.732 0.670 0.085 0.270
H -0.627 -2.094 -0.187 0.231
H -1.861 -1.818 0.972 0.244
H -1.968 -1.586 -2.433 0.140
H 1.935 -0.061 1.949 0.420
H 1.466 -0.245 -0.946 0.185
H 2.494 -1.331 0.223 0.192
H 3.038 1.361 0.385 0.504
O 0.554 2.601 -1.232 -0.925
H -0.216 2.331 -1.763 0.482
H 0.257 2.155 -0.428 0.462
O 1.426 -4.251 -0.338 -0.978
H 1.821 -5.128 -0.439 0.459
H 0.944 -4.377 0.521 0.495
O 0.017 2.444 3.761 -0.972
H -0.106 1.540 3.414 0.487
H -0.712 2.922 3.345 0.473
O 1.664 1.246 -3.512 -1.005
H 2.452 1.620 -3.909 0.497
H 1.526 1.553 -2.607 0.517
O -3.038 1.810 1.876 -0.962
H -3.733 1.150 1.950 0.476
H -2.281 1.451 2.345 0.485
O 2.149 -1.577 -4.269 -0.961
H 2.895 -1.683 -3.673 0.471
H 1.678 -0.769 -4.007 0.484
O -0.051 -3.891 1.903 -0.985
H 0.168 -3.096 2.426 0.509
H -0.369 -4.572 2.499 0.484
O 2.093 3.121 1.569 -0.980
H 1.592 2.651 2.258 0.493
H 2.490 3.908 1.955 0.484
O 0.224 -2.042 3.889 -0.990
H -0.143 -1.215 3.474 0.504
H 0.711 -1.706 4.652 0.486
O -0.975 0.905 -3.909 -0.976
H -0.011 0.823 -4.181 0.496
H -1.343 0.313 -4.578 0.466
O -2.523 3.592 -1.316 -0.984
H -3.038 3.290 -0.568 0.497
H -2.721 3.293 -2.202 0.490
```

* orbital gap: 9.56 eV
* highest occupied orbital energy: -9.39 eV
* energy above the lowest of the compared OMol25 structures with the same formula, charge and spin: 27.33 kcal/mol
* total charge: 0

# 3
Computed, not measured: 17 unconnected molecules or ions with the total composition C4H32BO24 in a non-equilibrium geometry, with the ωB97M-V functional and the def2-TZVPD basis.

XYZ file:
```
61
Properties=species:S:1:pos:R:3:nbo_charge:R:1
O 2.498 0.426 0.512 -0.661
C 1.417 0.325 1.041 0.714
O 0.332 0.173 0.423 -0.631
B -0.832 0.014 1.327 1.168
O -0.189 0.037 2.649 -0.628
C 1.056 0.276 2.568 0.708
O 1.894 0.379 3.452 -0.612
O -1.516 -1.295 1.240 -0.660
C -2.827 -1.038 1.157 0.707
O -3.700 -1.833 1.266 -0.591
C -3.009 0.463 0.841 0.706
O -1.832 1.041 1.071 -0.658
O -4.039 0.968 0.557 -0.530
O -1.939 0.166 -2.164 -0.992
H -1.047 0.492 -2.148 0.506
H -2.458 0.767 -2.719 0.500
O -3.751 -4.551 -0.284 -0.983
H -3.548 -3.977 -1.023 0.500
H -3.467 -4.050 0.480 0.492
O 1.077 1.192 -2.348 -0.988
H 1.406 0.766 -1.511 0.478
H 1.838 1.044 -2.932 0.495
O 5.851 -0.702 -1.711 -0.981
H 5.453 -1.566 -1.782 0.476
H 5.844 -0.525 -0.766 0.501
O 2.899 -1.702 -1.769 -0.959
H 2.043 -1.686 -1.289 0.474
H 2.743 -1.059 -2.506 0.483
O -3.668 -1.973 -2.158 -1.033
H -2.953 -1.351 -2.231 0.505
H -4.457 -1.616 -1.728 0.493
O -4.527 0.879 -3.741 -0.952
H -4.605 -0.041 -3.948 0.478
H -5.368 1.082 -3.336 0.476
O 5.143 0.004 1.141 -0.987
H 4.231 -0.206 0.804 0.506
H 5.205 0.947 1.279 0.481
O 3.844 2.960 -0.388 -0.972
H 4.068 3.462 0.408 0.490
H 3.408 2.151 -0.131 0.492
O -2.886 -0.098 4.238 -0.942
H -2.267 -0.778 4.150 0.472
H -2.411 0.688 4.575 0.475
O 4.070 1.917 4.730 -0.972
H 3.410 1.350 4.304 0.510
H 3.793 1.938 5.650 0.467
O 4.136 3.873 2.661 -0.985
H 3.243 4.264 2.700 0.469
H 4.225 3.546 3.596 0.506
O 3.688 0.584 -3.667 -0.985
H 4.362 0.334 -3.054 0.510
H 3.972 1.331 -4.154 0.482
O -5.954 -1.517 -0.515 -0.964
H -5.263 -1.312 0.138 0.500
H -5.927 -2.501 -0.525 0.473
O 1.288 4.301 0.039 -0.971
H 0.885 3.537 -0.427 0.474
H 2.243 4.085 -0.038 0.481
O -5.973 -5.805 -1.320 -0.965
H -5.373 -5.450 -0.639 0.495
H -5.780 -5.132 -2.047 0.456
```

* orbital gap: 10.48 eV
* highest occupied orbital energy: -8.28 eV
* energy above the lowest of the compared OMol25 structures with the same formula, charge and spin: 0.00 kcal/mol
* total charge: -1

# 4
Computed, not measured: a molecular structure, C4H32BO24 in a non-equilibrium geometry, with the ωB97M-V functional and the def2-TZVPD basis.

XYZ file:
```
61
Properties=species:S:1:pos:R:3:nbo_charge:R:1
O -1.895 -2.969 -2.588 -0.590
C -1.412 -1.881 -2.419 0.669
O -0.254 -1.708 -1.980 -0.595
B -0.181 -0.288 -1.545 1.176
O -1.507 0.215 -1.961 -0.608
C -2.178 -0.722 -2.421 0.688
O -3.307 -0.578 -2.898 -0.630
O 0.997 0.380 -2.167 -0.582
C 1.677 0.828 -1.240 0.742
O 2.690 1.549 -1.374 -0.667
C 1.032 0.557 -0.001 0.687
O -0.015 -0.167 -0.113 -0.611
O 1.654 0.711 1.042 -0.600
O -3.098 -0.567 0.618 -0.953
H -3.213 -0.132 1.448 0.488
H -3.435 0.007 -0.042 0.479
O 1.293 1.754 3.444 -0.951
H 2.197 2.072 3.399 0.471
H 1.010 1.563 2.588 0.502
O -0.425 -4.097 0.002 -0.965
H 0.297 -4.655 -0.104 0.471
H -0.987 -4.414 -0.695 0.493
O 2.490 -0.579 3.896 -0.983
H 3.084 -0.377 4.626 0.473
H 1.891 0.158 3.804 0.492
O 4.620 2.727 0.178 -0.975
H 4.016 2.394 -0.505 0.510
H 4.657 3.661 -0.028 0.493
O -5.466 -2.408 -2.072 -0.943
H -5.347 -1.906 -1.254 0.461
H -4.936 -1.944 -2.662 0.481
O 2.516 -2.089 -0.666 -0.990
H 1.915 -2.424 -1.374 0.456
H 1.950 -2.170 0.154 0.503
O -1.385 1.325 1.911 -0.923
H -1.771 1.455 1.041 0.457
H -1.529 2.202 2.260 0.469
O 2.788 4.041 1.610 -0.960
H 3.130 3.633 2.406 0.451
H 3.061 3.405 0.929 0.488
O 2.328 4.119 -1.646 -0.967
H 2.371 3.207 -1.896 0.487
H 1.422 4.379 -1.789 0.466
O 1.583 -2.215 1.826 -0.986
H 1.931 -1.615 2.474 0.501
H 0.653 -2.090 1.948 0.492
O -0.599 3.120 -1.415 -0.929
H -0.308 3.595 -0.617 0.469
H -1.385 2.764 -1.006 0.465
O -2.750 -5.044 -1.102 -0.966
H -3.358 -4.555 -0.540 0.475
H -2.647 -4.451 -1.865 0.498
O -4.575 1.628 -2.536 -0.984
H -4.010 0.899 -2.787 0.486
H -5.452 1.322 -2.595 0.458
O -1.205 -2.087 1.766 -0.990
H -1.679 -1.318 1.427 0.484
H -0.997 -2.669 1.043 0.498
O 4.271 0.570 1.531 -0.978
H 3.346 0.557 1.606 0.471
H 4.436 1.321 0.928 0.473
```

* orbital gap: 9.11 eV
* highest occupied orbital energy: -7.40 eV
* energy above the lowest of the compared OMol25 structures with the same formula, charge and spin: 69.14 kcal/mol
* total charge: -1

# 5
Computed, not measured: 11 unconnected molecules or ions with the total composition C4H32N2O10S in a non-equilibrium geometry, with the ωB97M-V functional and the def2-TZVPD basis.

XYZ file:
```
49
Properties=species:S:1:pos:R:3:nbo_charge:R:1
C -0.846 1.223 0.866 -0.641
C -0.660 1.040 -0.609 -0.081
C -1.832 1.736 -1.454 -0.478
S -3.245 0.736 -2.100 -0.076
N -0.452 -0.383 -1.051 -0.660
C 0.945 -0.933 -0.906 -0.056
N 1.982 0.056 -1.286 -0.901
H -1.995 1.283 1.107 0.214
H -0.806 0.200 1.427 0.213
H -0.361 2.034 1.324 0.230
H 0.170 1.570 -1.088 0.203
H -2.341 2.286 -0.685 0.227
H -1.424 2.431 -2.145 0.162
H -3.164 -0.557 -1.825 0.150
H -1.085 -1.046 -0.604 0.376
H 1.120 -1.317 0.117 0.188
H 1.029 -1.827 -1.545 0.187
H 2.393 -0.204 -2.186 0.386
H 1.841 1.041 -1.142 0.387
O -1.122 -1.828 3.526 -0.984
H -1.214 -1.489 2.644 0.472
H -0.504 -1.322 4.053 0.515
O -3.256 -3.437 2.050 -0.961
H -2.817 -3.426 2.895 0.488
H -2.715 -3.863 1.378 0.474
O 0.365 1.738 -3.555 -0.964
H -0.251 2.235 -3.012 0.472
H 0.987 2.231 -4.087 0.489
O 2.008 1.931 2.709 -0.982
H 1.718 2.741 2.271 0.475
H 2.069 1.357 1.904 0.496
O 1.468 3.751 0.237 -0.964
H 2.310 4.097 0.519 0.486
H 0.936 4.450 -0.149 0.484
O -1.222 -0.754 -4.247 -0.964
H -0.366 -0.562 -3.832 0.481
H -1.660 0.103 -3.964 0.480
O 1.126 -2.682 1.799 -0.993
H 1.689 -3.423 1.984 0.482
H 0.435 -2.554 2.467 0.501
O 1.005 -0.389 4.005 -0.989
H 1.289 0.564 3.842 0.519
H 1.623 -0.794 3.382 0.471
O -1.643 -2.668 -2.432 -0.978
H -2.089 -1.984 -2.919 0.499
H -0.921 -3.058 -2.899 0.474
O 3.325 0.221 1.246 -0.981
H 3.016 0.096 0.311 0.500
H 3.142 -0.654 1.659 0.472
```

* orbital gap: 8.48 eV
* highest occupied orbital energy: -8.73 eV
* energy above the lowest of the compared OMol25 structures with the same formula, charge and spin: 37.83 kcal/mol
* total charge: 0

> Which formula does entry 2 have?

C4H31NO13S

> What is the total charge in the fifth record?

0